1.
{"formula": "ClH2O2PS", "method": "ωB97M-V/def2-TZVPD", "elements": ["O", "P", "O", "S", "H", "Cl", "H"], "xyz": [[-1.90320, -0.92772, 1.58061], [-1.99697, -0.18857, 0.32273], [-1.81692, -1.19542, -0.92588], [-2.51275, 1.59290, -0.17461], [-1.88296, -2.11714, -0.73619], [1.69288, 0.97585, 0.23115], [2.41382, 1.40932, 1.23014]], "atomic_forces_ev_per_a": [[0.1177, 0.4443, -0.0064], [-0.7088, -0.3461, -0.8840], [-0.0663, 2.3027, -0.0868], [0.6200, -1.2394, 0.3609], [0.0792, -1.1388, 0.6387], [0.4309, 0.2592, 0.5561], [-0.4727, -0.2818, -0.5786]], "mulliken_charge": [-0.53, 0.85, -0.44, -0.25, 0.36, -0.24, 0.25], "smiles": "O=P(O)=S.Cl", "e_above_lowest_kcal_mol": 27.5, "total_energy_ev": -36775.333, "e_lumo_ev": -0.38, "homo_lumo_gap_ev": 9.87}

---

2.
{"formula": "C2F2O2", "method": "ωB97M-V/def2-TZVPD", "elements": ["C", "C", "O", "O", "F", "F"], "xyz": [[0.94139, -0.20951, 0.09690], [-1.55444, 0.46176, 0.43967], [-0.25745, 0.42224, 0.50593], [1.30129, -1.23033, 0.48934], [1.55896, 0.65239, -0.76316], [-1.98975, -0.09654, -0.76869]], "atomic_forces_ev_per_a": [[-1.4197, 2.2603, -1.8336], [-0.8591, -0.6537, -1.8526], [1.0538, -0.0219, 0.3027], [0.7099, -0.7918, 0.2084], [-0.7401, -1.3607, 1.3910], [1.2551, 0.5677, 1.7840]], "mulliken_charge": [0.60, 0.10, -0.11, -0.28, -0.15, -0.16], "e_above_lowest_kcal_mol": 61.0, "total_energy_ev": -11601.015, "e_lumo_ev": 0.09, "homo_lumo_gap_ev": 11.10}

---

3.
{"formula": "C4H15N2O", "method": "ωB97M-V/def2-TZVPD", "elements": ["C", "C", "C", "C", "N", "N", "H", "H", "H", "H", "H", "H", "H", "H", "H", "H", "H", "H", "H", "H", "H", "O"], "xyz": [[-0.38713, -2.29021, -0.53901], [-0.26876, -0.93683, 0.15857], [-1.52192, -0.05777, -0.12239], [-1.22387, 1.43744, 0.04772], [-0.48634, 1.93184, -1.10628], [0.97712, -0.24839, -0.32551], [-0.69467, -2.13159, -1.57259], [0.46312, -2.96169, -0.41824], [-1.27227, -2.79139, -0.13595], [-0.16669, -1.17523, 1.21688], [-2.20261, -0.33936, 0.68082], [-1.79289, -0.30205, -1.13829], [-2.21300, 1.89585, 0.15537], [-0.66955, 1.63842, 0.96564], [-0.87072, 1.68160, -2.00528], [-0.25100, 2.90684, -1.02475], [1.61246, 0.04787, 0.41621], [1.53501, -0.77840, -0.98372], [0.71256, 0.66800, -0.79124], [3.07973, -0.07900, 2.56237], [3.07527, 1.34962, 1.95193], [2.56616, 0.53444, 2.00774]], "atomic_forces_ev_per_a": [[-1.1150, 0.2024, 0.0301], [-0.1796, -0.9771, -0.3328], [2.1925, -0.1617, 1.4095], [-1.4209, -0.3042, -0.4388], [0.9731, -0.3996, 0.3782], [0.3198, 0.8859, -0.1493], [0.5944, -0.1396, -0.3271], [0.0402, 0.1956, -0.1318], [0.2053, -0.0862, 0.2512], [0.2531, 0.6254, 0.0989], [-0.5816, -0.1513, -0.6632], [-0.8918, 0.1289, -0.1578], [0.2028, 0.3481, 0.0515], [0.0922, -0.0459, -0.0235], [-0.3595, 0.3636, 0.0332], [-0.1156, 0.1908, -0.3308], [0.1948, -0.2036, 0.7221], [-0.1044, -0.3985, -0.1430], [-0.2493, -0.0804, -0.1453], [-0.2123, 0.4197, -0.2592], [0.1123, -0.0259, 0.1579], [0.0495, -0.3864, -0.0302]], "mulliken_charge": [-1.60, 0.20, -0.60, -0.71, -0.58, -0.13, 0.43, 0.43, 0.39, 0.21, 0.37, 0.32, 0.41, 0.33, 0.21, 0.21, 0.26, 0.42, 0.51, 0.31, 0.31, -0.67], "e_above_lowest_kcal_mol": 7.2, "total_energy_ev": -9413.349, "charge": 1, "e_lumo_ev": -2.76, "homo_lumo_gap_ev": 10.90}

---

4.
{"formula": "C3H12N3S", "method": "ωB97M-V/def2-TZVPD", "elements": ["N", "C", "N", "H", "H", "H", "H", "H", "H", "C", "C", "S", "N", "H", "H", "H", "H", "H", "H"], "xyz": [[0.39193, 2.13904, 0.84345], [-1.01147, 2.03368, 1.20077], [-1.33982, 1.29047, 2.42032], [0.92615, 2.66985, 1.51990], [0.77517, 1.18972, 0.75120], [-1.43828, 3.03724, 1.26166], [-1.48159, 1.50370, 0.37260], [-0.95635, 0.35660, 2.27987], [-0.88358, 1.73205, 3.21046], [0.23715, -1.26177, -1.95123], [-0.14827, -1.94232, -0.63371], [0.68466, -1.19253, 0.80434], [1.65396, -1.37351, -2.29215], [-0.02702, -0.20532, -1.92168], [-0.34486, -1.71558, -2.76411], [0.13825, -2.99567, -0.73518], [-1.23374, -1.87006, -0.51717], [1.89007, -2.35769, -2.37029], [2.16766, -1.03787, -1.47904]], "atomic_forces_ev_per_a": [[0.0515, 0.1699, -0.2364], [0.2819, -0.1803, 0.0516], [-0.2640, 0.2675, -0.3164], [-0.0460, -0.1155, 0.1310], [-0.0348, 0.1997, 0.0274], [-0.0701, 0.0151, 0.0133], [-0.1786, 0.0461, 0.0151], [0.1244, -0.0633, 0.2368], [0.1236, -0.1930, 0.0146], [-0.1439, -0.3368, -0.0174], [0.2016, 0.4299, -0.1452], [0.0530, -0.2240, 0.0804], [0.1056, 0.1521, -0.1131], [0.0040, 0.1103, 0.1034], [0.0206, 0.0190, -0.0848], [-0.1707, -0.0828, 0.1247], [-0.0211, -0.1611, 0.0122], [-0.0101, -0.0243, 0.0560], [-0.0270, -0.0285, 0.0469]], "mulliken_charge": [-0.56, -0.43, -0.64, 0.18, 0.16, 0.36, 0.27, 0.30, 0.20, -0.62, -0.53, -0.69, -0.67, 0.26, 0.36, 0.29, 0.24, 0.24, 0.28], "e_above_lowest_kcal_mol": 1.2, "total_energy_ev": -18612.402, "charge": -1, "e_lumo_ev": 4.01, "homo_lumo_gap_ev": 6.97}

---

5.
{"formula": "H14O7", "method": "ωB97M-V/def2-TZVPD", "elements": ["O", "H", "H", "O", "H", "H", "O", "H", "H", "O", "H", "H", "O", "H", "H", "O", "H", "H", "O", "H", "H"], "xyz": [[1.51471, -2.45795, -0.54924], [1.90371, -1.89095, -1.21324], [1.28671, -3.17895, -1.16924], [0.05271, 0.28105, 2.51976], [0.62471, -0.35195, 2.90776], [0.62671, 0.98505, 2.36176], [3.02171, 0.37005, 0.28176], [2.50271, 0.73405, -0.44624], [3.53171, -0.31795, -0.15624], [-1.31229, 1.48905, -1.71224], [-2.03129, 1.09405, -2.23124], [-0.85729, 0.73005, -1.32224], [-0.33829, -0.51995, -0.18824], [0.34371, -1.21895, -0.19024], [-0.52729, -0.22095, 0.71376], [-1.40129, 2.82505, 2.06376], [-1.19329, 1.98605, 2.41376], [-0.78929, 3.08005, 1.35276], [-2.21729, -1.35695, -2.11824], [-1.73029, -1.17795, -1.29424], [-3.01129, -0.88195, -2.02424]], "atomic_forces_ev_per_a": [[0.0286, -0.8852, -1.0382], [0.5180, 0.8321, -0.0035], [-0.3072, -0.1055, 0.8774], [-2.0167, -0.7976, -0.0415], [0.6412, -1.2786, 0.6705], [1.5126, 2.0736, -0.5891], [-0.1641, -0.0644, -0.3683], [-0.1091, 0.2025, 0.1878], [0.2262, -0.0786, 0.2391], [-0.4441, 0.2408, -0.3909], [0.5167, 0.2420, 0.1802], [0.0210, -0.0026, 0.0291], [-0.1655, -0.0518, -0.2044], [-0.3260, 0.1205, 0.4249], [0.3931, -0.2566, 0.0664], [-0.3471, 2.0709, -0.7657], [0.5434, -1.4862, 0.3261], [-0.3557, -0.5519, 0.4300], [1.4840, -0.9244, -0.0177], [0.0310, -0.0568, -0.1553], [-1.6802, 0.7579, 0.1432]], "mulliken_charge": [-0.68, 0.31, 0.33, -0.68, 0.27, 0.32, -0.61, 0.33, 0.29, -0.65, 0.29, 0.47, -0.85, 0.42, 0.35, -0.63, 0.36, 0.31, -0.64, 0.41, 0.29], "smiles": "O.O.O.O.O.O.O", "e_above_lowest_kcal_mol": 39.5, "total_energy_ev": -14559.748, "e_lumo_ev": -0.07, "homo_lumo_gap_ev": 10.55}

---

6.
{"formula": "C4H9FN2", "method": "ωB97M-V/def2-TZVPD", "elements": ["C", "C", "F", "C", "N", "C", "N", "H", "H", "H", "H", "H", "H", "H", "H", "H"], "xyz": [[-1.01867, 1.59113, -0.37827], [-0.08105, 0.37980, -0.87719], [-0.02969, 0.28284, -2.22003], [-0.26370, -0.93658, -0.49167], [-1.26778, -1.30993, 0.51315], [1.05237, -0.34681, -0.17416], [1.45702, -0.17502, 1.25849], [-0.73093, 2.46337, -0.97320], [-0.71711, 1.70884, 0.85967], [-2.21305, 1.46648, -0.43043], [-0.19913, -1.60849, -1.44322], [-0.63116, -2.09179, 1.19650], [-1.30819, -0.40037, 1.32013], [1.86227, -0.94653, -0.83857], [1.93991, 0.83248, 1.21132], [2.14888, -0.90943, 1.46751]], "atomic_forces_ev_per_a": [[0.5007, -1.2232, 2.8972], [-2.0437, 3.1151, 0.2564], [0.8642, 1.9360, -2.4972], [-2.1746, -4.9299, 0.9627], [2.9170, 0.1821, 5.0852], [3.0833, -2.1798, -0.1754], [0.6237, 3.1879, -2.0013], [-0.0325, 0.0262, 0.4995], [-0.9393, 0.0944, -3.6706], [2.9715, -0.2947, -0.0907], [-0.6008, 0.7716, 2.2300], [-2.6550, 2.7551, -2.2946], [0.2717, -3.4123, -3.1015], [-1.6311, 2.2769, 1.2480], [-0.8844, -3.1625, 0.7833], [-0.2706, 0.8571, -0.1310]], "mulliken_charge": [-1.11, 0.91, -0.34, -0.64, -0.67, -0.28, -0.57, 0.39, 0.26, 0.25, 0.32, 0.34, 0.36, 0.22, 0.28, 0.28], "smiles": "C[C@]1(F)[C@H](N)[C@@H]1N", "e_above_lowest_kcal_mol": 106.3, "total_energy_ev": -9987.155, "e_lumo_ev": 0.69, "homo_lumo_gap_ev": 9.82}